Formula: C39H94N2O9
Source: OMol25
Level of theory: ωB97M-V/def2-TZVPD

Properties
energy above the lowest of the compared OMol25 structures with the same formula, charge and spin = 13.7 kJ/mol
HOMO level (spin up / spin down) = -0.383 / -0.383 hartree
spin multiplicity = 2
total energy = -63360.65526 eV
net charge = +1
orbital gap (spin up / spin down) = 0.2870 / 0.1351 Ha
molecular weight = 735.19 g mol⁻¹

Bonds (Å) are listed after each position.
Positions of all 144 atoms, in Å:
1 O -4.712 3.725 1.612  C33 1.392, H110 0.960
2 O -0.017 3.945 -7.520  C47 1.367, H123 0.960
3 O 5.156 4.044 -5.366  C39 1.368, H96 0.960
4 O -0.547 -0.673 -1.482  C18 1.383, H142 0.960
5 O 1.131 6.888 -0.952  C49 1.412, H112 0.960
6 O 0.180 1.650 2.742  N10 1.416, H86 0.960
7 O 3.171 -4.448 1.258  N11 1.382, H78 0.960
8 O -3.979 -2.340 -0.654  C30 1.335, H79 0.960
9 O -1.164 -2.329 -5.784  C41 1.375, H118 0.960
10 N 0.755 0.983 3.850  O6 1.416, C23 1.482, C26 1.563
11 N 2.024 -4.679 1.993  O7 1.382, C17 1.518, C19 1.489
12 C -1.367 0.783 5.303  C26 1.521, H85 1.090, H90 1.090, H141 1.090
13 C 1.499 -0.004 6.497  C22 1.579, C45 1.545, H57 1.090, H120 1.090
14 C 0.973 5.949 1.184  C49 1.559, H102 1.090, H113 1.090, H125 1.090
15 C -3.635 -3.399 1.301  C30 1.504, H74 1.090, H106 1.090, H134 1.090
16 C -5.849 -3.379 0.057  C30 1.529, H69 1.090, H101 1.090, H111 1.090
17 C 0.878 -5.303 1.216  N11 1.518, C24 1.564, C36 1.585, C43 1.602
18 C 0.492 0.238 -1.431  O4 1.383, C20 1.503, C35 1.583, H93 1.090
19 C 2.276 -4.922 3.440  N11 1.489, C25 1.603, C28 1.554, C50 1.577
20 C 0.058 1.334 -2.364  C18 1.503, H53 1.090, H61 1.090, H124 1.090
21 C -0.244 -5.748 3.481  C24 1.484, C50 1.555, H60 1.090, H82 1.090
22 C 0.502 -0.841 5.604  C13 1.579, C26 1.597, H109 1.090, H135 1.090
23 C 1.738 1.784 4.617  N10 1.482, C42 1.501, C45 1.603, C48 1.541
24 C -0.416 -5.248 2.094  C17 1.564, C21 1.484, H54 1.090, H99 1.090
25 C 3.101 -6.268 3.717  C19 1.603, H98 1.090, H132 1.090, H138 1.090
26 C -0.288 0.039 4.530  N10 1.563, C12 1.521, C22 1.597, C40 1.502
27 C -1.757 3.141 -6.175  C47 1.585, H59 1.090, H76 1.090, H77 1.090
28 C 3.091 -3.697 3.939  C19 1.554, H80 1.090, H130 1.090, H143 1.090
29 C -5.773 2.080 0.276  C33 1.534, H58 1.090, H83 1.090, H128 1.090
30 C -4.325 -3.471 -0.034  O8 1.335, C15 1.504, C16 1.529, H84 1.090
31 C 3.614 4.101 -3.542  C39 1.531, H116 1.090, H119 1.090, H131 1.090
32 C -0.032 4.809 -0.963  C49 1.564, H88 1.090, H104 1.090, H115 1.090
33 C -4.447 2.754 0.651  O1 1.392, C29 1.534, C37 1.530, H133 1.090
34 C -1.628 -0.949 -7.594  C41 1.484, H56 1.090, H108 1.090, H121 1.090
35 C 1.764 -0.582 -1.897  C18 1.583, H91 1.090, H127 1.090, H140 1.090
36 C 1.188 -6.771 0.706  C17 1.585, H62 1.090, H75 1.090, H94 1.090
37 C -3.585 3.264 -0.506  C33 1.530, H66 1.090, H71 1.090, H117 1.090
38 C 0.619 2.035 -6.255  C47 1.538, H63 1.090, H70 1.090, H89 1.090
39 C 5.053 4.300 -4.026  O3 1.368, C31 1.531, C44 1.556, H136 1.090
40 C -0.789 -0.905 3.475  C26 1.502, H64 1.090, H97 1.090, H126 1.090
41 C -1.857 -1.200 -6.149  O9 1.375, C34 1.484, C46 1.566, H81 1.090
42 C 2.811 2.338 3.725  C23 1.501, H73 1.090, H92 1.090, H144 1.090
43 C 0.652 -4.347 -0.049  C17 1.602, H65 1.090, H114 1.090, H122 1.090
44 C 6.045 3.303 -3.361  C39 1.556, H87 1.090, H100 1.090, H107 1.090
45 C 2.493 0.780 5.611  C13 1.545, C23 1.603, H51 1.090, H129 1.090
46 C -3.354 -1.590 -5.902  C41 1.566, H55 1.090, H67 1.090, H139 1.090
47 C -0.190 3.343 -6.305  O2 1.367, C27 1.585, C38 1.538, H137 1.090
48 C 1.102 2.866 5.511  C23 1.541, H52 1.090, H95 1.090, H105 1.090
49 C 0.227 6.133 -0.173  O5 1.412, C14 1.559, C32 1.564, H103 1.090
50 C 0.883 -4.937 4.180  C19 1.577, C21 1.555, H68 1.090, H72 1.090
51 H 2.933 0.056 4.924  C45 1.090
52 H 0.785 2.498 6.487  C48 1.090
53 H -0.518 2.045 -1.772  C20 1.090
54 H -1.182 -5.736 1.491  C24 1.090
55 H -3.773 -2.129 -6.752  C46 1.090
56 H -0.632 -0.510 -7.638  C34 1.090
57 H 0.879 0.534 7.214  C13 1.090
58 H -6.501 2.744 -0.189  C29 1.090
59 H -2.306 4.074 -6.047  C27 1.090
60 H -1.169 -5.580 4.034  C21 1.090
61 H -0.506 0.920 -3.199  C20 1.090
62 H 2.145 -6.926 0.209  C36 1.090
63 H 0.612 1.483 -5.315  C38 1.090
64 H -1.349 -1.712 3.947  C40 1.090
65 H 1.394 -4.638 -0.793  C43 1.090
66 H -3.292 2.574 -1.296  C37 1.090
67 H -3.931 -0.668 -5.832  C46 1.090
68 H 0.995 -5.426 5.148  C50 1.090
69 H -6.228 -2.374 0.238  C16 1.090
70 H 1.685 2.160 -6.443  C38 1.090
71 H -4.145 4.040 -1.028  C37 1.090
72 H 0.515 -3.926 4.356  C50 1.090
73 H 2.430 2.816 2.823  C42 1.090
74 H -3.969 -4.281 1.846  C15 1.090
75 H 1.117 -7.458 1.549  C36 1.090
76 H -2.060 2.696 -7.122  C27 1.090
77 H -2.079 2.479 -5.372  C27 1.090
78 H 3.147 -3.491 1.323  O7 0.960
79 H -3.021 -2.384 -0.620  O8 0.960
80 H 3.216 -3.672 5.022  C28 1.090
81 H -1.485 -0.403 -5.506  C41 1.090
82 H -0.047 -6.817 3.398  C21 1.090
83 H -5.621 1.194 -0.341  C29 1.090
84 H -3.912 -4.271 -0.647  C30 1.090
85 H -2.012 0.128 5.889  C12 1.090
86 H 0.879 1.492 2.103  O6 0.960
87 H 6.143 3.607 -2.319  C44 1.090
88 H -0.490 5.099 -1.909  C32 1.090
89 H 0.254 1.445 -7.096  C38 1.090
90 H -1.952 1.342 4.573  C12 1.090
91 H 1.367 -1.198 -2.704  C35 1.090
92 H 3.564 1.637 3.364  C42 1.090
93 H 0.583 0.575 -0.398  C18 1.090
94 H 0.375 -7.112 0.064  C36 1.090
95 H 1.698 3.746 5.754  C48 1.090
96 H 5.974 4.399 -5.721  O3 0.960
97 H -1.458 -0.375 2.798  C40 1.090
98 H 2.871 -7.049 2.992  C25 1.090
99 H -0.766 -4.217 2.134  C24 1.090
100 H 5.695 2.271 -3.384  C44 1.090
101 H -6.221 -3.614 -0.941  C16 1.090
102 H 0.907 6.873 1.759  C14 1.090
103 H -0.638 6.771 0.010  C49 1.090
104 H 0.851 4.188 -1.110  C32 1.090
105 H 0.221 3.275 5.017  C48 1.090
106 H -3.971 -2.631 1.998  C15 1.090
107 H 7.027 3.187 -3.821  C44 1.090
108 H -1.850 -1.807 -8.228  C34 1.090
109 H -0.257 -1.405 6.147  C22 1.090
110 H -4.845 3.273 2.449  O1 0.960
111 H -6.198 -4.227 0.646  C16 1.090
112 H 1.795 6.245 -1.214  O5 0.960
113 H 2.028 5.786 0.963  C14 1.090
114 H -0.226 -4.412 -0.692  C43 1.090
115 H -0.662 4.143 -0.374  C32 1.090
116 H 2.924 4.940 -3.450  C31 1.090
117 H -2.704 3.826 -0.195  C37 1.090
118 H -1.153 -2.957 -6.509  O9 0.960
119 H 3.599 3.667 -2.542  C31 1.090
120 H 2.135 -0.643 7.110  C13 1.090
121 H -2.231 -0.116 -7.956  C34 1.090
122 H 0.698 -3.318 0.307  C43 1.090
123 H 0.785 4.460 -7.410  O2 0.960
124 H 0.879 1.945 -2.740  C20 1.090
125 H 0.596 5.226 1.907  C14 1.090
126 H -0.050 -1.485 2.921  C40 1.090
127 H 2.207 -1.217 -1.130  C35 1.090
128 H -6.214 1.758 1.219  C29 1.090
129 H 3.135 1.296 6.325  C45 1.090
130 H 4.049 -3.629 3.425  C28 1.090
131 H 3.030 3.355 -4.081  C31 1.090
132 H 2.805 -6.695 4.676  C25 1.090
133 H -3.791 1.982 1.053  C33 1.090
134 H -2.545 -3.395 1.288  C15 1.090
135 H 1.101 -1.550 5.031  C22 1.090
136 H 5.370 5.290 -3.699  C39 1.090
137 H 0.156 3.996 -5.504  C47 1.090
138 H 4.190 -6.252 3.746  C25 1.090
139 H -3.418 -2.114 -4.949  C46 1.090
140 H 2.450 0.197 -2.229  C35 1.090
141 H -0.933 1.517 5.982  C12 1.090
142 H -1.356 -0.205 -1.263  O4 0.960
143 H 2.495 -2.880 3.532  C28 1.090
144 H 3.456 3.073 4.206  C42 1.090

Results of the Mulliken charge analysis, in e, for atoms 1 through 6:
1. O -0.571
2. O -0.572
3. O -0.524
4. O -0.468
5. O -0.563
6. O -0.204